# 1
C38H44As3Cl2FNO11Y | the ωB97M-V functional and the def2-TZVPD basis

```
101
C38H44As3Cl2FNO11Y (the ωB97M-V functional and the def2-TZVPD basis)
Y 0.32 0.25 0.19
C -7.38 1.68 0.63
C -6.95 0.40 -0.06
C -7.70 0.09 -1.35
C -7.44 1.16 -2.40
C -5.96 1.37 -2.58
C -5.47 1.91 -3.75
C -4.09 2.09 -3.93
F -3.67 2.62 -5.08
C -3.19 1.75 -2.97
C -3.66 1.19 -1.76
C -2.72 0.80 -0.74
O -1.47 1.04 -0.89
C -3.25 0.19 0.41
C -4.62 0.10 0.56
N -5.49 0.48 -0.37
C -5.04 1.01 -1.57
C -2.36 -0.33 1.49
O -2.63 -0.19 2.66
O -1.27 -0.93 1.03
H -8.45 1.64 0.85
H -7.19 2.56 0.00
H -6.85 1.82 1.57
H -7.05 -0.44 0.62
H -8.76 0.03 -1.12
H -7.39 -0.88 -1.72
H -7.91 2.10 -2.11
H -7.88 0.87 -3.35
H -6.15 2.18 -4.55
H -2.13 1.90 -3.11
H -5.03 -0.30 1.48
Cl 3.22 1.38 0.03
C 3.00 2.36 -1.43
Cl 1.30 2.30 -1.92
H 3.61 1.95 -2.22
H 3.26 3.39 -1.20
C -0.68 3.62 0.67
O 0.28 2.69 1.26
C 0.98 3.22 2.34
O 0.92 4.37 2.62
C 1.75 2.18 3.08
C 2.94 2.46 3.63
As 3.93 1.19 4.75
C 5.73 1.76 4.28
C 3.72 -0.31 3.49
C 2.54 -0.66 2.98
As 0.92 0.44 3.10
C 0.24 0.17 4.89
C 2.30 -1.74 1.98
O 1.84 -1.44 0.87
O 2.47 -3.01 2.23
C 2.92 -3.51 3.51
C 4.95 -1.13 3.27
O 5.74 -1.35 4.15
O 5.07 -1.54 2.01
C 6.26 -2.31 1.73
C 3.54 3.83 3.58
O 3.79 4.44 4.58
O 3.80 4.24 2.34
C 4.31 5.59 2.25
H -1.60 3.58 1.25
H -0.86 3.29 -0.34
H -0.27 4.62 0.69
H 5.89 2.73 4.75
H 5.87 1.84 3.21
H 6.44 1.05 4.70
H 1.02 0.30 5.64
H -0.18 -0.83 4.92
H -0.56 0.89 5.03
H 3.95 -3.84 3.39
H 2.29 -4.36 3.74
H 2.85 -2.76 4.29
H 6.20 -2.57 0.68
H 6.28 -3.21 2.35
H 7.15 -1.72 1.93
H 4.52 5.76 1.20
H 5.21 5.69 2.85
H 3.56 6.29 2.62
C 0.33 -0.86 -3.98
As 0.42 -1.55 -2.18
C -1.22 -2.59 -2.11
C 1.81 -2.94 -2.30
C 1.57 -3.94 -3.39
C 0.84 -5.10 -3.13
C 0.60 -6.02 -4.14
C 1.07 -5.79 -5.42
C 1.80 -4.64 -5.69
C 2.04 -3.72 -4.68
H 0.19 -1.68 -4.68
H 1.25 -0.33 -4.23
H -0.51 -0.17 -4.06
H -1.24 -3.32 -2.92
H -2.07 -1.91 -2.21
H -1.29 -3.10 -1.15
H 1.85 -3.40 -1.32
H 2.75 -2.40 -2.46
H 0.48 -5.29 -2.12
H 0.04 -6.92 -3.92
H 0.88 -6.51 -6.20
H 2.18 -4.46 -6.68
H 2.63 -2.83 -4.89
```

Output
**Electronic energy**: -275445.7496 eV
**HOMO-LUMO gap**: 7.38 eV
**Energy above the lowest of the compared OMol25 structures with the same formula, charge and spin**: 4.6 kJ/mol
**Highest occupied orbital energy**: -12.762 eV
**Net charge**: +2

Atomic partial charges in e from the Löwdin method, atoms 1 to 8:
1. Y 1.22
2. C -0.01
3. C -0.29
4. C -0.12
5. C -0.12
6. C -0.11
7. C 0.08
8. C -0.25


# 2
C38H44BFN10O5S4SeTi | the ωB97M-V functional and the def2-TZVPD basis

```
105
C38H44BFN10O5S4SeTi (the ωB97M-V functional and the def2-TZVPD basis)
Ti 0.88 -0.92 0.30
C 0.83 -1.13 4.47
C 0.19 -0.83 3.27
N 1.04 -1.03 2.26
N 2.20 -1.45 2.77
C 2.10 -1.52 4.11
B 3.34 -1.84 1.81
N 2.80 -2.94 0.88
C 3.22 -4.19 0.67
C 2.43 -4.75 -0.32
C 1.54 -3.74 -0.68
N 1.78 -2.66 0.06
N 3.61 -0.62 0.88
C 4.75 0.07 0.72
C 4.64 0.83 -0.42
C 3.37 0.55 -0.92
N 2.77 -0.32 -0.12
H 0.41 -1.07 5.46
H -0.82 -0.50 3.10
H 2.92 -1.85 4.72
H 4.30 -2.16 2.41
H 4.04 -4.61 1.20
H 2.48 -5.74 -0.73
H 0.79 -3.73 -1.45
H 5.55 -0.01 1.43
H 5.38 1.49 -0.85
H 2.89 0.91 -1.80
C 1.68 -0.10 -5.31
C 1.41 -1.38 -4.53
S 0.75 -1.17 -2.82
C -0.90 -0.45 -3.10
C -0.93 1.06 -3.30
S 0.27 1.86 -2.16
C 1.06 3.11 -3.24
C 1.68 2.64 -4.54
S 2.70 1.13 -4.41
H 0.75 0.39 -5.60
H 2.23 -0.36 -6.22
H 2.34 -1.93 -4.38
H 0.71 -2.00 -5.08
H -1.42 -0.69 -2.17
H -1.37 -0.97 -3.93
H -1.92 1.45 -3.06
H -0.68 1.36 -4.31
H 1.81 3.54 -2.58
H 0.32 3.89 -3.45
H 2.34 3.43 -4.91
H 0.92 2.46 -5.29
F -1.18 -7.59 1.65
C -1.53 -6.82 0.61
C -1.83 -5.52 0.80
N -2.16 -4.70 -0.24
C -2.41 -3.29 -0.04
C -1.12 -2.59 0.46
O -0.53 -3.04 1.43
O -0.74 -1.59 -0.22
C -2.15 -5.16 -1.55
O -2.35 -4.43 -2.49
N -1.92 -6.50 -1.69
C -1.60 -7.45 -0.71
O -1.42 -8.60 -0.99
H -1.80 -5.08 1.78
H -3.20 -3.15 0.70
H -2.70 -2.88 -1.01
H -1.98 -6.87 -2.63
C -4.53 -0.19 -1.67
N -4.90 0.76 -0.66
C -6.14 1.31 -0.50
C -6.06 2.17 0.54
N -4.78 2.14 1.01
C -4.24 2.92 2.09
C -4.07 1.26 0.28
Se -2.31 0.80 0.55
H -5.41 -0.58 -2.17
H -3.99 -1.01 -1.20
H -3.87 0.28 -2.41
H -6.98 1.06 -1.12
H -6.82 2.79 0.98
H -5.02 3.54 2.52
H -3.42 3.54 1.73
H -3.84 2.25 2.86
O 0.60 1.07 0.71
S 1.71 1.99 1.13
C 1.18 3.64 0.62
C -0.14 3.85 0.25
C -0.53 5.12 -0.14
C 0.39 6.15 -0.15
C 1.70 5.93 0.24
C 2.10 4.67 0.63
C 1.44 2.32 2.89
C 2.55 2.59 3.68
C 2.36 2.91 5.01
C 1.08 2.96 5.53
C -0.02 2.68 4.74
C 0.16 2.36 3.40
H -0.83 3.02 0.25
H -1.55 5.30 -0.45
H 0.08 7.14 -0.46
H 2.41 6.75 0.23
H 3.12 4.49 0.95
H 3.54 2.56 3.25
H 3.21 3.13 5.64
H 0.93 3.24 6.56
H -1.02 2.71 5.15
H -0.68 2.16 2.74
```

Output
**Electronic energy**: -200454.9637 eV
**HOMO-LUMO gap (spin up / spin down)**: 7.73 / 7.82 eV
**Energy above the lowest of the compared OMol25 structures with the same formula, charge and spin**: 159.5 kJ/mol
**Highest occupied orbital energy (spin up / spin down)**: -9.709 / -9.722 eV
**Net charge**: +1
**2S+1**: 2

Atomic partial charges in e from the Löwdin method, atoms 1 to 8:
1. Ti 0.89
2. C -0.02
3. C -0.10
4. N -0.08
5. N 0.01
6. C -0.03
7. B -0.47
8. N 0.01